# 1
Computed, not measured: a single C2H5N5O molecule in a non-equilibrium geometry, with ωB97M-V/def2-TZVPD.

The gap between HOMO and LUMO comes out at 9.81 eV. Its multiplicity is 1. For the HOMO energy, the calculation gives -9.49 eV. Its SMILES is [H]/N=c1/nnon1NC. Its charge is 0. As for the energy: -428.0045 Eh. As for the maximum force: 6.36 eV/Å. The energy above the lowest of the compared OMol25 structures with the same formula, charge and spin comes out at 137.2 kcal per mole.

Atoms and positions in Å:
H1 -0.50505 0.79980 1.06831
H2 -1.85485 -1.54685 -0.10931
C1 1.53172 -0.19622 0.08249
O1 0.84169 1.46986 -1.00648
H3 0.75161 -1.81513 0.82264
N1 0.41093 0.32390 -0.54784
C2 -1.83853 -0.45804 -0.06482
H4 -2.58001 -0.32663 0.80634
H5 -2.49455 -0.05991 -1.03068
N2 1.48064 -1.14392 0.78977
N3 -0.74641 0.52275 0.15960
N4 2.26895 1.68749 -0.77217
N5 2.73384 0.74287 -0.19784

Here are the Mulliken charges for atoms 1 to 4, given in e: atom 1 (H): 0.246, atom 2 (H): 0.296, atom 3 (C): 0.355, atom 4 (O): -0.185

# 2
Computed, not measured: a single C2H3N3OS molecule in a non-equilibrium geometry, with ωB97M-V/def2-TZVPD.

The gap between HOMO and LUMO (spin up / spin down) comes out at 7.11 / 7.42 eV. Its multiplicity is 1. For the HOMO energy (spin up / spin down), the calculation gives -8.28 / -8.25 eV. Its charge is 0. As for the energy: -715.4435 Eh. As for the maximum force: 2.60 eV/Å. The energy above the lowest of the compared OMol25 structures with the same formula, charge and spin comes out at 158.6 kcal per mole.

Atoms and positions in Å:
C1 -2.12121 -1.01576 -0.07754
C2 0.16687 0.07724 0.42790
N1 1.31598 0.60253 0.09806
O1 -3.81824 0.40056 -0.00280
N2 -1.77998 1.25425 0.10953
H1 1.56036 1.49528 0.49697
H2 1.93150 0.23686 -0.61709
H3 -2.85335 -1.79084 0.07305
N3 -2.57340 0.31822 -0.00341
S1 -0.48939 -1.40884 0.10031

Here are the Mulliken charges for atoms 1 to 4, given in e: atom 1 (C): -0.219, atom 2 (C): 0.074, atom 3 (N): -0.272, atom 4 (O): -0.702

# 3
Computed, not measured: a single C2H6S molecule in a non-equilibrium geometry, with ωB97M-V/def2-TZVPD.

The gap between HOMO and LUMO comes out at 10.11 eV. Its multiplicity is 1. For the HOMO energy, the calculation gives -9.08 eV. Its SMILES is CCS. Its charge is 0. As for the energy: -477.9681 Eh. As for the maximum force: 1.98 eV/Å. The energy above the lowest of the compared OMol25 structures with the same formula, charge and spin comes out at 5.0 kcal per mole.

Atoms and positions in Å:
S1 0.30484 1.62911 -0.92472
H1 -0.24421 -1.25080 1.53065
H2 0.94642 -0.03124 1.43369
C1 -0.50739 0.15142 -0.18953
C2 0.31863 -0.67538 0.80476
H3 -0.93466 -0.48296 -0.96043
H4 0.44026 1.28296 -2.21288
H5 1.04125 -1.18752 0.16714
H6 -1.36514 0.56443 0.35130

Here are the Mulliken charges for atoms 1 to 4, given in e: atom 1 (S): -0.225, atom 2 (H): 0.309, atom 3 (H): 0.311, atom 4 (C): -0.425

# 4
Computed, not measured: an isolated ion of composition C10H15OS and charge +1 in a non-equilibrium geometry, with ωB97M-V/def2-TZVPD.

The gap between HOMO and LUMO (spin up / spin down) comes out at 6.37 / 7.44 eV. Its multiplicity is 3. For the HOMO energy (spin up / spin down), the calculation gives -9.51 / -13.48 eV. Its charge is +1. As for the energy: -862.9958 Eh. As for the maximum force: 6.48 eV/Å.

Atoms and positions in Å:
C1 4.01687 0.11565 -0.36955
C2 -1.55011 1.06764 -0.08141
C3 -3.01212 -0.70728 0.77711
S1 1.18560 0.37167 -0.06679
O1 0.20302 -0.46114 -0.99348
H1 2.50387 -1.55683 0.21634
H2 -3.55788 -2.31763 -0.54568
H3 2.48813 -0.91519 -1.55552
H4 -0.10151 -0.75005 1.43738
H5 0.62342 0.62008 2.28712
H6 4.91465 -0.53054 -0.83272
H7 -2.41400 1.02539 1.92187
H8 -3.57752 -1.17089 1.56517
C4 2.67868 -0.64976 -0.49329
H9 -0.99019 0.85846 -2.07286
H10 4.21415 0.34597 0.78117
H11 -1.91327 -1.44574 -2.38541
H12 -1.48167 3.10188 0.76533
H13 1.40670 -1.09645 1.85799
C5 -2.30509 0.42603 0.98776
H14 3.92960 0.98883 -0.90380
C6 -1.12520 0.19199 -1.25164
C7 -1.95339 -1.06962 -1.37308
H15 -0.85627 2.85000 -0.86865
C8 0.77930 -0.18220 1.62752
C9 -1.27908 2.37905 -0.00357
C10 -2.82672 -1.48933 -0.42730

Here are the Mulliken charges for atoms 1 to 4, given in e: atom 1 (C): -1.012, atom 2 (C): 0.217, atom 3 (C): -0.410, atom 4 (S): 0.376

# 5
Computed, not measured: a single C6H8 molecule in a non-equilibrium geometry, with ωB97M-V/def2-TZVPD.

The gap between HOMO and LUMO comes out at 10.43 eV. Its multiplicity is 1. For the HOMO energy, the calculation gives -9.59 eV. Its SMILES is C#CC1CCC1. Its charge is 0. As for the energy: -233.2345 Eh. As for the maximum force: 1.96 eV/Å. The energy above the lowest of the compared OMol25 structures with the same formula, charge and spin comes out at 95.7 kcal per mole.

Atoms and positions in Å:
H1 0.85375 -1.05247 -0.99838
C1 0.03620 1.46453 -1.92885
H2 -1.74536 0.24008 1.34775
H3 -0.10209 -2.20860 0.98429
H4 -1.67400 -0.65252 -0.19400
H5 0.71130 1.20219 -2.71830
H6 0.43191 -0.88246 2.04437
C2 -0.75469 1.78779 -1.02130
H7 0.36752 1.44474 0.74287
H8 2.00064 -0.29640 0.14615
C3 -0.05884 0.75641 0.01941
C4 0.07120 -1.12810 1.03945
C5 -1.07610 -0.19768 0.60847
C6 0.93855 -0.47752 -0.07193

Here are the Mulliken charges for atoms 1 to 4, given in e: atom 1 (H): 0.320, atom 2 (C): 0.002, atom 3 (H): 0.326, atom 4 (H): 0.309

# 6
Computed, not measured: a single C6H12O molecule, with ωB97M-V/def2-TZVPD.

The gap between HOMO and LUMO comes out at 10.53 eV. Its multiplicity is 1. For the HOMO energy, the calculation gives -9.62 eV. Its SMILES is C[C@H](O)C1(C)CC1. Its charge is 0. As for the energy: -311.0113 Eh. As for the maximum force: 0.73 eV/Å. The energy above the lowest of the compared OMol25 structures with the same formula, charge and spin comes out at 30.1 kcal per mole.

Atoms and positions in Å:
H1 1.26380 -2.12138 1.30649
H2 1.73826 -1.87240 -0.40832
H3 1.83253 0.37995 0.24070
C1 -0.23599 0.45707 -0.24177
H4 -1.16578 1.78722 1.28653
H5 -2.14431 -0.58896 -0.60445
H6 1.55727 0.23586 2.38687
C2 0.90489 -0.09705 0.58292
H7 0.04379 -2.06737 0.04237
H8 -0.84713 0.74921 -2.28645
H9 0.51358 -0.37366 -2.08674
C3 0.07060 0.55936 -1.71765
C4 1.00062 -1.62307 0.36594
C5 -1.58200 -0.05694 0.15806
H10 0.76983 1.38341 -1.91782
H11 -1.54169 -0.58332 1.10865
C6 -1.26832 1.40967 0.27583
H12 -1.61006 2.15706 -0.43578
O1 0.70011 0.26532 1.94461

Here are the Mulliken charges for atoms 1 to 4, given in e: atom 1 (H): 0.379, atom 2 (H): 0.357, atom 3 (H): 0.459, atom 4 (C): 1.101